The following is a DFT calculation (wB97M-V/def2-TZVPD) of a structure of composition C22H27N9O4OsSSe at a distorted geometry.

## Properties
* total charge: +2
* E_tot: -4538.0568 Eh

Structure (XYZ):
```
65
C22H27N9O4OsSSe (wB97M-V/def2-TZVPD)
Os -0.05833 0.67525 -0.04972
Se -0.23510 -1.36063 -1.26883
S 2.97250 -0.00119 0.61441
O 3.53200 -1.31060 0.56945
O 3.08739 5.49826 3.65665
O 2.90700 0.84061 -0.54949
O -1.32345 1.74265 -1.14370
N -1.49781 1.73815 -3.40574
N 1.03602 -1.60023 2.82257
N -0.60619 -0.51520 1.45872
N 5.36789 3.29631 4.81651
N 1.03201 -0.51293 -3.84977
N 1.37789 0.01035 1.10621
N 0.19363 2.51870 1.06018
N 1.09822 6.41157 4.22418
N -3.29346 1.06794 -2.07206
C 4.91031 2.49165 3.82056
C 4.17255 2.23676 1.54286
C 1.50354 4.50049 1.29684
C 1.18868 4.55738 2.64861
C -2.03996 1.49621 -2.22264
C -1.30808 -2.13243 3.00859
C -4.36268 1.36471 -3.02898
C 0.65607 -0.78520 1.88240
C -0.14909 2.60484 2.35892
C 0.31274 3.61150 3.17425
C -3.73656 0.56540 -0.77173
C 1.88812 5.55387 3.55130
C 3.79904 0.92845 1.83426
C -1.59628 -1.20852 2.02038
C 0.54716 -0.84908 -2.86112
C 0.03551 -2.28662 3.38620
C -1.87785 1.03020 -4.63315
C 0.97684 3.47806 0.53458
C -0.28028 2.55018 -3.50588
C 4.71754 3.02093 2.52887
C 4.61317 1.13586 4.07166
C 4.05057 0.36361 3.08109
H 0.31505 -2.98377 4.16669
H -4.04301 2.12817 -3.73230
H 4.98992 4.04998 2.34687
H -4.67956 0.47446 -3.57049
H -0.96469 0.65458 -5.09220
H -0.28781 3.04636 -4.47364
H -4.16130 1.36829 -0.16705
H 0.02243 3.63347 4.21579
H 1.20750 3.38425 -0.51967
H 5.46523 4.28151 4.66828
H -5.21219 1.75349 -2.46946
H -2.38772 1.69419 -5.32974
H 4.81207 0.72726 5.05399
H -2.60565 -1.01066 1.68210
H -2.09165 -2.70563 3.47990
H -2.90510 0.11437 -0.24180
H 0.12014 6.50755 4.01384
H -4.49889 -0.19313 -0.94107
H -0.27481 3.30858 -2.72796
H -2.51124 0.17853 -4.39871
H 3.78216 -0.67070 3.25506
H 0.61181 1.92588 -3.44252
H 4.01695 2.61643 0.54212
H -0.79287 1.82292 2.73775
H 1.53064 7.10870 4.81066
H 2.16194 5.22718 0.84195
H 5.53008 2.94840 5.74057
```